one | DFT (wB97M-V/def2-TZVPD) results for 2 unconnected molecules or ions with the total composition CH6N2O2.

Its lowest unoccupied orbital energy is 0.674 eV. Its SMILES is NC(N)=O.O. The total charge is 0. For the frontier orbital gap, the calculation gives 10.97 eV. Its HOMO energy is -10.30 eV.

Each line ends with the Löwdin charge.
CARTESIAN COORDINATES (ANGSTROEM)
N (0.198, -1.641, 1.119)  0.151
C (0.124, -0.695, 0.117)  -0.654
N (-1.128, -0.193, -0.105)  0.157
O (1.111, -0.395, -0.531)  0.020
H (-0.582, -1.786, 1.709)  0.078
H (1.095, -1.893, 1.471)  0.097
H (-1.795, -0.245, 0.652)  0.098
H (-1.231, 0.607, -0.700)  0.086
O (0.484, 2.219, -1.471)  -0.074
H (0.897, 1.356, -1.575)  0.001
H (0.828, 2.667, -0.687)  0.041

---

two | DFT (wB97M-V/def2-TZVPD) results for 2 unconnected molecules or ions with the total composition CH6N2O2.

Its lowest unoccupied orbital energy (alpha / beta) is 0.804 / 0.814 eV. The total charge is 0. For the frontier orbital gap (alpha / beta), the calculation gives 8.00 / 7.72 eV. Its HOMO energy (alpha / beta) is -7.19 / -6.91 eV.

Each line ends with the Löwdin charge.
CARTESIAN COORDINATES (ANGSTROEM)
C (1.196, 0.058, -0.125)  -0.310
N (-1.829, -0.982, 0.090)  -0.144
N (-0.981, 0.081, 0.269)  -0.090
O (1.331, 1.076, -1.106)  -0.017
O (1.629, 0.288, 1.110)  -0.004
H (1.476, -0.862, -0.527)  0.104
H (-2.208, -1.278, -0.955)  0.138
H (-1.571, -1.846, 0.570)  0.059
H (-1.283, 0.763, -0.355)  0.010
H (1.373, 1.856, -0.499)  0.108
H (0.867, 0.846, 1.526)  0.146

---

three | DFT (wB97M-V/def2-TZVPD) results for 2 unconnected molecules or ions with the total composition CH6N2O2.

Its lowest unoccupied orbital energy is 0.615 eV. Its SMILES is NC(N)=O.O. The total charge is 0. For the frontier orbital gap, the calculation gives 10.84 eV. Its HOMO energy is -10.22 eV.

Each line ends with the Löwdin charge.
CARTESIAN COORDINATES (ANGSTROEM)
N (-1.191, -0.584, 0.851)  0.130
C (-0.415, -0.699, -0.285)  -0.641
N (-0.932, -1.480, -1.339)  0.161
O (0.719, -0.289, -0.234)  0.037
H (-2.174, -0.714, 0.757)  0.072
H (-0.946, -0.204, 1.769)  0.117
H (-1.819, -2.009, -1.155)  0.125
H (-0.460, -1.531, -2.129)  0.027
O (2.663, 2.649, 0.334)  -0.021
H (2.601, 2.879, 1.195)  -0.039
H (1.955, 1.983, 0.237)  0.032

---

Here are the energies relative to the best structure, in kcal/mol: one 0.0; two 123.9; three 19.6.

---

one | DFT (wB97M-V/def2-TZVPD) results for C3H3FOS in the gas phase.

Its lowest unoccupied orbital energy is 0.188 eV. Its SMILES is O=C(S)/C=C\F. The total charge is 0. For the frontier orbital gap, the calculation gives 10.33 eV. Its HOMO energy is -10.15 eV.

Each line ends with the Löwdin charge.
CARTESIAN COORDINATES (ANGSTROEM)
O (-0.066, 0.674, 2.279)  -0.010
C (0.251, 0.526, 1.119)  -0.774
S (1.536, 1.544, 0.491)  0.894
C (-0.465, -0.533, 0.278)  -0.045
C (-0.544, -0.704, -1.030)  -0.120
F (0.079, 0.052, -1.977)  0.000
H (1.378, 1.161, -0.733)  -0.173
H (-1.044, -1.133, 0.923)  0.098
H (-1.126, -1.586, -1.350)  0.129

---

two | DFT (wB97M-V/def2-TZVPD) results for C3H3FOS in the gas phase.

Its lowest unoccupied orbital energy is 0.076 eV. Its SMILES is O=C(S)/C=C\F. The total charge is 0. For the frontier orbital gap, the calculation gives 10.10 eV. Its HOMO energy is -10.02 eV.

Each line ends with the Löwdin charge.
CARTESIAN COORDINATES (ANGSTROEM)
O (-0.273, 0.821, -2.219)  0.042
C (-0.309, 0.746, -1.036)  -0.796
S (-0.281, 2.210, 0.036)  0.801
C (-0.210, -0.573, -0.382)  -0.067
C (0.358, -1.023, 0.759)  -0.110
F (0.643, -0.297, 1.852)  0.006
H (-0.023, 1.530, 1.254)  -0.090
H (-0.386, -1.336, -1.105)  0.104
H (0.482, -2.078, 0.840)  0.111

---

three | DFT (wB97M-V/def2-TZVPD) results for a molecular structure, C3H3FOS.

Its lowest unoccupied orbital energy is -0.142 eV. The total charge is 0. For the frontier orbital gap, the calculation gives 9.15 eV. Its HOMO energy is -9.29 eV.

Each line ends with the Löwdin charge.
CARTESIAN COORDINATES (ANGSTROEM)
C (-0.191, -0.669, 0.267)  -0.269
C (-0.767, 0.664, -0.122)  -0.064
C (1.148, -0.054, -0.198)  -0.806
H (-0.130, -0.889, 1.369)  0.172
H (-1.167, 1.287, 0.695)  0.130
H (-1.438, 0.688, -0.959)  0.124
O (0.599, 1.195, -0.407)  -0.045
F (-0.744, -1.714, -0.473)  0.004
S (2.690, -0.508, -0.173)  0.756

---

Here are the energies relative to the best structure, in kcal/mol: one 0.0; two 2.8; three 11.8.

---

one | DFT (wB97M-V/def2-TZVPD) results for 2 unconnected molecules or ions with the total composition C5H9P.

Its lowest unoccupied orbital energy is 0.959 eV. Its SMILES is C/C=C/P.C#C. The total charge is 0. For the frontier orbital gap, the calculation gives 9.50 eV. Its HOMO energy is -8.55 eV.

Each line ends with the Löwdin charge.
CARTESIAN COORDINATES (ANGSTROEM)
C (-0.141, 2.052, 1.184)  -0.128
C (-0.640, 0.647, 1.056)  -0.270
C (-1.311, 0.198, -0.021)  -0.438
P (-2.176, -1.446, -0.071)  0.758
H (-0.921, 2.781, 0.845)  0.079
H (-0.059, 2.246, 2.232)  0.047
H (0.777, 2.475, 0.625)  0.102
H (-0.420, 0.039, 1.872)  0.064
H (-1.261, 0.686, -0.912)  0.021
H (-3.189, -0.872, -0.804)  -0.137
H (-2.407, -1.280, 1.365)  -0.078
C (2.969, -2.216, -0.889)  0.018
C (1.935, -1.881, -0.389)  0.006
H (3.893, -2.414, -1.239)  -0.020
H (0.999, -1.939, 0.060)  -0.024

---

two | DFT (wB97M-V/def2-TZVPD) results for a molecular structure, C5H9P.

Its lowest unoccupied orbital energy is 0.222 eV. The total charge is 0. For the frontier orbital gap, the calculation gives 9.34 eV. Its HOMO energy is -9.12 eV.

Each line ends with the Löwdin charge.
CARTESIAN COORDINATES (ANGSTROEM)
C (-1.003, 1.925, 0.077)  -0.001
C (1.504, 0.722, -0.407)  -0.440
C (-0.340, 0.794, 0.232)  -0.239
C (-0.704, -1.675, -0.235)  -0.137
C (-0.840, -0.521, 0.765)  -0.284
P (2.610, -0.335, 0.213)  0.745
H (-2.045, 2.171, 0.410)  0.086
H (-0.691, 2.588, -0.639)  0.017
H (1.698, 1.602, -1.078)  0.019
H (-0.901, -2.711, 0.147)  0.090
H (-1.305, -1.332, -1.043)  0.061
H (0.305, -1.803, -0.654)  0.024
H (-0.247, -0.697, 1.744)  0.127
H (-1.903, -0.533, 0.918)  0.094
H (3.863, -0.195, -0.448)  -0.161

---

three | DFT (wB97M-V/def2-TZVPD) results for a molecular structure, C5H9P.

Its lowest unoccupied orbital energy is 0.798 eV. The total charge is 0. For the frontier orbital gap, the calculation gives 8.17 eV. Its HOMO energy is -7.37 eV.

Each line ends with the Löwdin charge.
CARTESIAN COORDINATES (ANGSTROEM)
C (0.293, -2.044, 0.008)  -0.313
C (1.987, 0.430, 0.183)  -0.216
C (0.853, 0.720, -0.805)  -0.230
C (0.749, 0.936, 0.732)  -0.336
C (-2.308, 0.370, -0.030)  -0.097
P (-0.306, -0.436, 0.093)  0.935
H (0.383, -2.371, -1.034)  -0.012
H (-0.203, -2.711, 0.662)  -0.057
H (2.090, -0.686, 0.456)  0.092
H (2.814, 1.064, 0.158)  0.082
H (0.675, 1.386, -1.579)  0.066
H (0.533, 1.771, 1.401)  0.105
H (-2.544, 1.085, 0.750)  0.015
H (-1.932, 0.835, -0.882)  -0.038
H (-3.085, -0.348, -0.116)  0.004

---

Here are the energies relative to the best structure, in kcal/mol: one 9.1; two 0.0; three 29.1.

---

one | DFT (wB97M-V/def2-TZVPD) results for C5H9P in the gas phase.

Its lowest unoccupied orbital energy is 1.108 eV. Its SMILES is C=C1CP1CC. The total charge is 0. For the frontier orbital gap, the calculation gives 10.14 eV. Its HOMO energy is -9.03 eV.

Each line ends with the Löwdin charge.
CARTESIAN COORDINATES (ANGSTROEM)
C (2.586, -0.642, 0.613)  -0.027
C (1.725, 0.056, -0.075)  -0.583
C (1.108, 0.563, -1.252)  -0.332
P (0.242, 1.059, 0.376)  0.989
C (-1.109, -0.322, 0.529)  -0.430
C (-2.388, 0.349, 0.019)  -0.221
H (2.681, -0.945, 1.655)  0.052
H (3.487, -1.195, 0.251)  0.060
H (1.634, 1.447, -1.706)  0.075
H (0.625, -0.161, -2.061)  0.126
H (-0.915, -1.333, 0.108)  0.080
H (-1.352, -0.496, 1.586)  0.059
H (-2.686, 1.011, 0.850)  0.068
H (-2.456, 0.970, -0.810)  0.030
H (-3.182, -0.360, -0.082)  0.055

---

two | DFT (wB97M-V/def2-TZVPD) results for C5H9P in the gas phase.

Its lowest unoccupied orbital energy (alpha / beta) is 0.188 / 0.176 eV. Its SMILES is C=P#CC(C)C. The total charge is 0. For the frontier orbital gap (alpha / beta), the calculation gives 7.82 / 7.79 eV. Its HOMO energy (alpha / beta) is -7.63 / -7.61 eV.

Each line ends with the Löwdin charge.
CARTESIAN COORDINATES (ANGSTROEM)
C (2.824, -0.946, -0.803)  -0.254
P (2.994, 0.655, 0.161)  0.830
C (1.394, 0.338, 0.410)  -0.372
C (0.077, 0.176, 0.017)  -0.569
C (-0.879, -0.535, 0.938)  -0.102
C (-0.627, 1.545, -0.400)  -0.050
H (3.292, -1.760, -0.344)  -0.048
H (2.008, -1.074, -1.443)  -0.036
H (-0.030, -0.416, -0.843)  0.099
H (-0.851, -0.017, 1.922)  0.086
H (-0.576, -1.539, 1.202)  0.067
H (-1.975, -0.477, 0.513)  0.115
H (-1.704, 1.363, -0.698)  0.094
H (-0.102, 1.899, -1.246)  0.048
H (-0.497, 2.330, 0.384)  0.092

---

Here are the energies relative to the best structure, in kcal/mol: one 0.0; two 50.9.

---

one | DFT (wB97M-V/def2-TZVPD) results for C14H19N3OS in the gas phase.

Its lowest unoccupied orbital energy is 0.801 eV. Its SMILES is CCCCOc1ccc(CSc2n[nH]c(C)n2)cc1. The total charge is 0. For the frontier orbital gap, the calculation gives 8.93 eV. Its HOMO energy is -8.12 eV.

Each line ends with the Löwdin charge.
CARTESIAN COORDINATES (ANGSTROEM)
C (1.449, 5.728, 1.217)  -0.115
C (1.789, 5.052, -0.105)  -0.265
C (0.541, 4.519, -0.805)  -0.191
C (0.893, 3.784, -2.101)  -0.203
O (1.708, 2.652, -1.885)  -0.050
C (1.168, 1.514, -1.372)  -0.266
C (2.079, 0.494, -1.087)  0.002
C (1.650, -0.712, -0.579)  -0.038
C (0.300, -0.938, -0.330)  -0.329
C (-0.172, -2.244, 0.211)  -0.414
S (-0.689, -3.350, -1.179)  0.956
C (-1.429, -4.598, -0.237)  -0.731
N (-1.957, -5.682, -0.768)  0.034
N (-2.412, -6.358, 0.306)  0.040
C (-2.143, -5.665, 1.432)  -0.391
C (-2.505, -6.116, 2.793)  -0.013
N (-1.524, -4.550, 1.117)  0.111
C (-0.604, 0.073, -0.623)  -0.039
C (-0.185, 1.288, -1.135)  -0.016
H (0.967, 5.024, 1.893)  0.072
H (2.350, 6.102, 1.697)  0.067
H (0.772, 6.564, 1.056)  0.070
H (2.293, 5.765, -0.761)  0.110
H (2.475, 4.221, 0.073)  0.110
H (-0.133, 5.344, -1.047)  0.120
H (0.017, 3.838, -0.130)  0.107
H (-0.016, 3.510, -2.652)  0.119
H (1.498, 4.435, -2.739)  0.129
H (3.124, 0.676, -1.282)  0.118
H (2.369, -1.489, -0.370)  0.116
H (-1.048, -2.136, 0.848)  0.073
H (0.613, -2.771, 0.751)  0.080
H (-2.872, -7.246, 0.186)  0.157
H (-2.158, -5.381, 3.513)  0.082
H (-2.042, -7.078, 3.010)  0.080
H (-3.585, -6.224, 2.882)  0.081
H (-1.658, -0.089, -0.450)  0.118
H (-0.924, 2.044, -1.349)  0.105

---

two | DFT (wB97M-V/def2-TZVPD) results for a molecular structure, C14H19N3OS.

Its lowest unoccupied orbital energy is 0.251 eV. The total charge is 0. For the frontier orbital gap, the calculation gives 7.85 eV. Its HOMO energy is -7.60 eV.

Each line ends with the Löwdin charge.
CARTESIAN COORDINATES (ANGSTROEM)
C (-0.008, 2.528, 1.473)  -0.148
C (1.089, 2.528, 2.464)  -0.301
C (1.854, 1.154, 2.581)  -0.234
C (1.184, 0.087, 3.283)  -0.344
H (1.670, -0.032, 4.309)  0.163
H (0.126, 0.419, 3.377)  0.138
C (1.390, -1.018, 2.673)  -0.261
C (0.862, -1.272, 1.256)  -0.225
N (1.557, -0.801, 0.303)  0.100
C (0.921, -0.588, -0.987)  -0.459
C (-0.575, -1.062, -1.084)  -0.074
C (-0.758, -0.824, -2.424)  -0.156
C (0.445, -0.151, -3.336)  -0.554
S (1.614, -0.030, -2.342)  1.147
C (0.005, -0.030, -4.694)  -0.189
H (0.176, 1.152, -4.971)  0.159
H (0.443, -0.558, -5.397)  0.040
C (-1.645, 0.002, -4.644)  -0.133
H (-2.053, -0.734, -5.646)  0.167
H (-2.195, 0.949, -4.589)  0.082
C (-1.925, -0.928, -3.350)  -0.179
H (-3.043, -0.422, -2.754)  0.191
H (-2.282, -1.969, -3.546)  0.102
C (-1.371, -1.356, -0.026)  -0.414
O (-2.350, -2.104, -0.110)  0.061
N (-0.549, -1.553, 1.028)  -0.059
N (-1.095, -1.946, 2.133)  0.023
H (-1.582, -1.477, 2.851)  0.088
H (-2.116, -2.335, 1.857)  0.162
H (2.437, -1.321, 2.458)  0.140
H (0.907, -2.177, 3.167)  0.207
H (2.363, 0.897, 1.724)  0.068
H (2.786, 1.428, 3.283)  0.155
H (1.901, 3.443, 2.385)  0.141
H (0.688, 2.802, 3.591)  0.143
H (0.359, 2.163, 0.566)  0.027
H (-0.552, 1.547, 1.663)  0.074
H (-0.678, 3.590, 1.477)  0.152

---

Here are the energies relative to the best structure, in kcal/mol: one 0.0; two 278.0.

---

one | DFT (wB97M-V/def2-TZVPD) results for a gas-phase ion, C5H13N2 (charge +2).

Its lowest unoccupied orbital energy (alpha / beta) is -8.992 / -12.804 eV. As for the spin multiplicity: 2. The total charge is +2. For the frontier orbital gap (alpha / beta), the calculation gives 11.32 / 7.52 eV. Its HOMO energy (alpha / beta) is -20.31 / -20.32 eV.

Each line ends with the Mulliken spin population.
CARTESIAN COORDINATES (ANGSTROEM)
C (-1.316, -0.113, 2.187)  0.002
C (-0.320, -0.421, 1.082)  0.008
C (-0.728, 0.258, -0.300)  0.011
C (0.234, 0.226, -1.497)  0.268
C (-0.011, 0.894, -2.685)  0.461
N (1.481, -0.612, -1.355)  0.105
N (1.113, -0.014, 1.314)  0.005
H (-1.423, 0.981, 2.202)  0.000
H (-1.029, -0.432, 3.175)  0.001
H (-2.373, -0.475, 1.894)  0.000
H (-0.507, -1.485, 0.878)  0.000
H (-1.605, -0.363, -0.592)  0.048
H (-0.961, 1.323, -0.149)  0.030
H (-0.953, 1.497, -2.666)  0.029
H (0.531, 0.595, -3.604)  0.014
H (1.274, -1.580, -1.599)  0.022
H (2.063, -0.297, -2.143)  -0.004
H (1.280, 0.960, 1.557)  -0.001
H (1.678, -0.637, 1.872)  0.000
H (1.571, -0.306, 0.431)  0.002

---

two | DFT (wB97M-V/def2-TZVPD) results for 2 unconnected molecules or ions with the total composition C5H13N2.

Its lowest unoccupied orbital energy (alpha / beta) is -10.218 / -14.094 eV. As for the spin multiplicity: 2. The total charge is +2. For the frontier orbital gap (alpha / beta), the calculation gives 7.64 / 3.69 eV. Its HOMO energy (alpha / beta) is -17.85 / -17.78 eV.

Each line ends with the Mulliken spin population.
CARTESIAN COORDINATES (ANGSTROEM)
C (-2.136, -0.613, -0.612)  0.019
C (-2.148, -0.600, 0.920)  0.000
C (-0.689, -0.389, 0.353)  0.017
C (-0.014, 0.958, 0.535)  -0.028
N (1.108, 0.944, 1.493)  0.019
C (0.082, -1.671, 0.365)  -0.002
N (2.694, 1.245, -1.789)  1.007
H (-2.168, 0.334, -1.197)  0.000
H (-2.175, -1.462, -1.296)  0.000
H (-2.619, 0.248, 1.384)  0.001
H (-2.505, -1.580, 1.260)  0.001
H (-0.568, 1.881, 0.477)  -0.001
H (0.840, 1.672, 2.189)  -0.002
H (1.913, 1.256, 0.949)  -0.006
H (0.287, -1.989, -0.636)  0.002
H (0.885, -1.273, 1.018)  0.001
H (-0.493, -2.523, 0.712)  0.001
H (2.374, 0.253, -1.752)  -0.013
H (1.891, 1.899, -1.983)  -0.017
H (3.439, 1.411, -2.390)  0.001

---

Here are the energies relative to the best structure, in kcal/mol: one 0.0; two 101.0.